(1)
{
  "formula": "C49H44NOP3PdS2",
  "method": "the ωB97M-V functional and the def2-TZVPD basis",
  "species": ["Pd", "S", "P", "C", "P", "S", "C", "C", "C", "C", "C", "C", "C", "C", "C", "C", "C", "C", "C", "C", "C", "C", "C", "C", "C", "C", "C", "C", "C", "C", "H", "H", "H", "H", "H", "H", "H", "H", "H", "H", "H", "H", "H", "H", "H", "H", "H", "H", "H", "H", "C", "C", "C", "C", "C", "O", "C", "N", "C", "C", "C", "C", "C", "C", "P", "C", "C", "C", "C", "C", "C", "C", "C", "C", "C", "C", "C", "H", "H", "H", "H", "H", "H", "H", "H", "H", "H", "H", "H", "H", "H", "H", "H", "H", "H", "H", "H", "H", "H", "H", "H"],
  "coordinates": [[0.9998, 0.1431, 0.3104], [0.7239, -1.4610, 1.8770], [-2.3881, -0.1468, -0.2440], [-0.9171, 0.6881, -0.1077], [-0.3814, 2.3224, -0.7425], [1.4096, 1.6992, -1.4069], [-0.3540, 3.3049, 0.7545], [-0.1706, 4.6912, 0.6799], [-0.3711, 5.4766, 1.8007], [-0.7358, 4.8932, 3.0090], [-0.8311, 3.5142, 3.1130], [-0.6501, 2.7198, 1.9904], [-1.1003, 3.2822, -2.0808], [-1.7880, 4.4854, -1.9031], [-2.2066, 5.2105, -3.0052], [-1.9836, 4.7240, -4.2867], [-1.3435, 3.5063, -4.4695], [-0.8964, 2.7882, -3.3731], [-3.4756, 0.8163, -1.3112], [-3.8238, 2.1428, -1.0373], [-4.6800, 2.8255, -1.8808], [-5.1923, 2.1966, -3.0112], [-4.8663, 0.8773, -3.2825], [-4.0174, 0.1844, -2.4297], [-3.2012, -0.1834, 1.4259], [-4.4296, 0.4485, 1.5665], [-4.9999, 0.5452, 2.8319], [-4.3776, -0.0161, 3.9334], [-3.1862, -0.7118, 3.7692], [-2.6030, -0.8053, 2.5157], [0.1439, 5.1544, -0.2455], [-0.2586, 6.5501, 1.7282], [-0.9451, 5.5172, 3.8677], [-1.0649, 3.0522, 4.0630], [-0.7622, 1.6474, 2.0877], [-2.0118, 4.8559, -0.9137], [-2.7085, 6.1585, -2.8641], [-2.3168, 5.2931, -5.1447], [-1.1807, 3.1221, -5.4674], [-0.3838, 1.8466, -3.5210], [-3.4496, 2.6283, -0.1410], [-4.9561, 3.8476, -1.6570], [-5.8545, 2.7370, -3.6746], [-5.2766, 0.3821, -4.1523], [-3.7907, -0.8557, -2.6283], [-4.9521, 0.8668, 0.7202], [-5.9428, 1.0641, 2.9420], [-4.8295, 0.0690, 4.9124], [-2.7165, -1.1997, 4.6131], [-1.6916, -1.3686, 2.3865], [3.9556, -0.2987, 3.1293], [3.8658, 1.1093, 2.5456], [2.6102, 1.8345, 3.0218], [3.9464, 1.0965, 1.0161], [5.3739, 0.8549, 0.5170], [5.2377, -0.1699, -0.5029], [3.9669, -0.5537, -0.5044], [3.1696, 0.0296, 0.3037], [3.6452, -1.6021, -1.4766], [4.4784, -1.7428, -2.5838], [4.2521, -2.7500, -3.5046], [3.2133, -3.6467, -3.3042], [2.3783, -3.5121, -2.2071], [2.5768, -2.4740, -1.2971], [1.4263, -2.5416, 0.1191], [1.8341, -4.1080, 0.9351], [1.2752, -5.3317, 0.5722], [1.7633, -6.5015, 1.1393], [2.8071, -6.4573, 2.0516], [3.3592, -5.2382, 2.4206], [2.8726, -4.0656, 1.8678], [-0.1848, -2.7980, -0.6868], [-1.2022, -3.4548, 0.0022], [-2.3917, -3.7605, -0.6451], [-2.5754, -3.3963, -1.9753], [-1.5956, -2.6712, -2.6375], [-0.4080, -2.3593, -1.9905], [4.1160, -0.2509, 4.2065], [4.7802, -0.8722, 2.6951], [3.0301, -0.8437, 2.9570], [4.7383, 1.6784, 2.8822], [1.7196, 1.4103, 2.5555], [2.6475, 2.8973, 2.7717], [2.4937, 1.7473, 4.1029], [3.5590, 2.0443, 0.6340], [6.0325, 0.4712, 1.2939], [5.8284, 1.7276, 0.0568], [5.3035, -1.0581, -2.7156], [4.8982, -2.8475, -4.3662], [3.0529, -4.4627, -3.9958], [1.5807, -4.2261, -2.0576], [0.4646, -5.3879, -0.1417], [1.3292, -7.4513, 0.8571], [3.1892, -7.3749, 2.4786], [4.1702, -5.2013, 3.1354], [3.2914, -3.1112, 2.1689], [-1.0562, -3.7539, 1.0325], [-3.1654, -4.3009, -0.1158], [-3.4844, -3.6802, -2.4908], [-1.7452, -2.3592, -3.6635], [0.3616, -1.8151, -2.5231]],
  "forces_ev_per_angstrom": [[0.5, 1.7, -0.8], [1.2, -0.9, -1.0], [-0.4, 1.1, 0.2], [0.5, 0.1, 0.2], [0.4, -0.2, -0.6], [0.1, -0.1, 0.0], [-0.4, 0.1, 0.3], [0.2, -0.1, 0.0], [0.0, 0.0, 0.1], [0.0, 0.0, 0.0], [0.0, 0.0, 0.0], [-0.2, 0.1, 0.0], [-0.3, -0.1, 0.0], [-0.1, -0.1, 0.0], [0.0, 0.0, 0.0], [0.0, 0.0, 0.0], [0.0, 0.0, 0.0], [0.0, 0.0, 0.0], [-0.3, -0.1, 0.0], [0.0, -0.1, 0.1], [0.0, 0.0, -0.1], [0.0, 0.0, 0.0], [0.0, 0.0, 0.0], [0.0, 0.0, 0.0], [0.3, -0.6, 0.0], [0.0, 0.1, 0.0], [0.0, 0.0, -0.1], [0.0, 0.0, 0.0], [0.0, 0.0, 0.0], [0.1, -0.1, 0.0], [-0.1, 0.0, 0.0], [0.0, 0.0, 0.0], [0.1, 0.0, 0.0], [0.0, 0.0, 0.0], [0.0, 0.0, 0.0], [0.0, 0.0, 0.0], [0.0, 0.0, 0.0], [0.0, 0.0, 0.0], [0.0, 0.0, 0.0], [0.0, 0.0, 0.0], [0.0, 0.0, 0.0], [0.0, 0.0, 0.0], [0.0, 0.0, 0.0], [0.0, 0.0, 0.0], [0.1, 0.0, 0.0], [0.0, 0.0, 0.0], [0.0, 0.0, 0.0], [0.0, 0.0, 0.0], [0.0, 0.0, 0.0], [0.0, 0.0, 0.0], [0.2, 0.0, 0.1], [-0.3, -0.3, 0.0], [0.1, 0.1, 0.0], [0.0, 0.1, -0.1], [0.0, 0.0, -0.1], [-0.1, 0.1, 0.1], [0.2, 0.0, -0.1], [-0.3, 0.1, 0.8], [0.0, 0.0, 0.0], [0.0, 0.0, 0.0], [0.0, 0.0, 0.0], [0.0, 0.0, 0.0], [0.1, 0.0, 0.1], [0.2, 0.4, 0.3], [-2.3, -1.3, 1.8], [0.4, -0.1, -0.3], [0.1, 0.0, 0.0], [-0.1, 0.0, 0.0], [0.0, 0.0, 0.0], [0.0, 0.0, 0.0], [0.0, 0.0, 0.0], [0.2, 0.0, -0.4], [0.0, 0.0, 0.0], [0.0, 0.1, 0.0], [-0.1, 0.0, 0.1], [0.0, 0.1, 0.0], [0.0, -0.2, -0.1], [0.0, 0.0, 0.0], [0.0, 0.0, 0.0], [0.0, 0.0, 0.0], [0.0, 0.0, -0.1], [0.0, 0.0, 0.0], [0.0, 0.0, 0.0], [0.0, 0.0, 0.0], [0.0, 0.0, 0.0], [0.0, -0.1, 0.0], [0.0, 0.0, 0.0], [0.0, 0.0, 0.0], [0.0, 0.0, 0.0], [0.0, 0.0, 0.0], [0.0, 0.0, 0.0], [0.0, 0.0, 0.0], [0.0, 0.0, 0.0], [0.0, 0.0, 0.0], [0.0, 0.0, 0.0], [0.0, 0.0, 0.0], [0.0, 0.0, 0.0], [0.0, 0.0, 0.0], [0.0, 0.0, 0.0], [0.0, 0.0, 0.0], [0.0, 0.0, 0.0]],
  "mulliken_charge": [-0.48, -0.76, 1.13, -0.32, 1.93, -0.79, 1.12, -0.79, -0.86, -0.64, -0.79, -0.59, 0.95, -0.46, -0.84, -0.59, -0.95, -0.82, 0.39, -0.02, -0.92, -0.86, -0.58, -0.92, 0.58, -0.63, -0.79, -0.70, -0.85, 0.09, 0.78, 0.47, 0.46, 0.52, 0.39, 0.59, 0.47, 0.43, 0.48, 0.33, 0.76, 0.49, 0.44, 0.48, 0.15, 0.55, 0.47, 0.45, 0.49, 0.34, -1.18, 0.44, -1.27, -0.84, -0.70, -0.44, 0.39, 1.45, 0.07, -0.97, -0.92, -0.92, -0.78, 0.86, 2.83, 0.71, -0.34, -0.88, -0.61, -0.77, -0.42, 0.86, -1.19, -1.08, -0.57, -0.91, -0.66, 0.59, 0.35, 0.03, 0.44, -0.07, 0.44, 0.49, 0.72, 0.38, 0.31, 0.60, 0.44, 0.50, 0.37, 0.38, 0.45, 0.41, 0.46, 0.12, 0.64, 0.50, 0.47, 0.48, 0.60],
  "charge": 2,
  "molar_mass_g_mol": 926.4,
  "orbital_gap_ev": [6.26, 6.30],
  "lumo_energy_ev": [-7.27, -7.23],
  "e_homo_ev": [-13.535, -13.533]
}

***

(2)
{
  "formula": "C36H44BCl6F20Hf2N5O16S5",
  "method": "the ωB97M-V functional and the def2-TZVPD basis",
  "species": ["C", "N", "C", "C", "C", "C", "C", "C", "C", "C", "N", "C", "C", "C", "H", "H", "H", "H", "H", "H", "H", "H", "H", "H", "H", "H", "H", "H", "Hf", "Hf", "C", "F", "F", "F", "S", "O", "O", "O", "C", "F", "F", "F", "S", "O", "O", "O", "C", "F", "F", "F", "S", "O", "O", "O", "C", "F", "F", "F", "S", "O", "O", "O", "C", "F", "F", "F", "S", "O", "O", "O", "B", "F", "F", "F", "F", "F", "C", "Cl", "Cl", "Cl", "H", "C", "Cl", "Cl", "Cl", "H", "C", "C", "C", "C", "C", "C", "N", "O", "C", "C", "C", "H", "H", "H", "H", "H", "H", "H", "H", "H", "H", "H", "H", "H", "H", "H", "H", "H", "H", "N", "C", "C", "C", "C", "H", "H", "H", "H", "H", "N", "C", "C", "C", "C", "H", "H", "H", "H", "H"],
  "coordinates": [[2.8529, -4.4607, -0.0587], [3.5928, -3.8279, 1.0796], [2.9641, -3.6396, 2.2557], [3.7659, -3.2790, 3.3423], [5.1337, -2.9804, 3.2028], [5.6610, -3.0895, 1.9342], [4.9151, -3.5174, 0.8645], [5.9961, -2.5944, 4.3472], [7.3026, -3.1075, 4.5760], [8.0211, -2.7887, 5.7250], [7.3879, -2.1437, 6.6814], [6.1258, -1.7610, 6.5817], [5.3909, -1.9080, 5.4161], [8.0439, -2.1749, 8.0175], [2.1956, -5.2355, 0.3358], [3.5459, -4.8936, -0.7801], [2.2328, -3.6661, -0.4736], [1.9014, -3.8319, 2.2618], [3.2443, -3.1210, 4.2747], [6.6728, -2.9339, 1.5900], [5.3353, -3.6284, -0.1242], [7.8859, -3.6046, 3.8150], [8.9221, -3.3349, 5.9618], [5.7339, -1.1793, 7.4030], [4.3590, -1.5900, 5.4389], [7.7652, -3.1507, 8.4155], [7.5915, -1.4140, 8.6535], [9.1210, -2.0154, 7.9673], [-2.8857, -0.8513, 2.6315], [-2.7858, -2.0816, -1.8540], [-2.1121, 1.1451, -5.1301], [-3.3365, 0.7849, -5.5552], [-1.2893, 1.0833, -6.2158], [-2.1443, 2.3566, -4.4764], [-1.4827, -0.2107, -3.8954], [-2.2199, -1.5212, -4.0904], [-0.0166, -0.2332, -3.9160], [-2.0844, 0.0273, -2.5653], [1.0714, -0.0715, 4.9264], [2.1681, -0.2540, 5.6975], [0.3932, 1.0287, 5.3322], [1.3541, 0.0900, 3.6591], [-0.0672, -1.6534, 4.9667], [-0.4626, -1.9073, 6.3576], [-1.2382, -1.3443, 4.1047], [0.7784, -2.7509, 4.4863], [0.4933, 1.0188, -0.2045], [1.0615, 1.7208, 0.8182], [-0.6562, 1.6398, -0.6315], [1.2554, 1.0334, -1.2871], [0.0979, -0.8228, 0.2779], [-0.7507, -0.7774, 1.4855], [-0.7292, -1.3860, -0.8375], [1.4155, -1.4975, 0.4853], [-2.1839, -5.7696, 1.6220], [-3.3053, -5.6407, 2.2340], [-1.3107, -6.3640, 2.4819], [-2.3480, -6.4994, 0.4935], [-1.5716, -3.9152, 1.1116], [-2.1233, -3.5859, -0.1812], [-2.0888, -2.9355, 2.0866], [-0.1050, -3.9632, 1.1584], [-0.1358, -4.6980, -4.8085], [-0.3845, -3.5120, -5.4967], [-1.1013, -5.4919, -4.8628], [0.9660, -5.1534, -5.2807], [0.1520, -4.0996, -2.9858], [0.3300, -5.3019, -2.1962], [1.2590, -3.2241, -2.9154], [-1.0986, -3.3671, -2.6332], [-2.0507, 1.9854, 2.9115], [-2.3430, 1.0406, 3.8038], [-2.5524, 1.2793, 1.8292], [-2.8211, 3.0470, 3.1745], [-0.7331, 2.1442, 2.7184], [-3.0613, -0.8019, 0.1953], [-0.8968, 5.1865, 0.2378], [-0.2591, 6.7434, 0.8720], [-0.9113, 5.1917, -1.5791], [-2.4983, 4.8374, 0.9738], [-0.1596, 4.4313, 0.5104], [1.9797, 4.2388, -3.0645], [3.5060, 4.0709, -3.8743], [2.2293, 4.3883, -1.2795], [0.8511, 2.9298, -3.4598], [1.5039, 5.1083, -3.5180], [-3.4868, 2.6159, -1.3753], [-4.9902, 2.5752, -1.7833], [-5.2878, 3.8999, -2.4992], [-6.6010, 4.0588, -3.2378], [-6.8994, 2.8241, -4.1088], [-6.7040, 1.4505, -3.3891], [-5.3473, 1.4742, -2.7541], [-4.9318, 0.1168, -2.2538], [-7.8687, 1.1673, -2.3849], [-6.7188, 0.4301, -4.6023], [-5.8770, 2.5547, -0.5231], [-3.2116, 3.6705, -1.3616], [-2.8281, 2.2821, -2.1771], [-3.4003, 1.9947, -0.4838], [-5.2981, 4.7797, -1.8559], [-4.5461, 4.0911, -3.2747], [-6.6560, 4.9221, -3.9009], [-7.4430, 4.2030, -2.5608], [-6.2704, 2.8839, -4.9970], [-7.9317, 2.9321, -4.4417], [-8.7507, 0.7438, -2.8654], [-7.5960, 0.3884, -1.6728], [-8.1889, 2.0412, -1.8174], [-6.6502, -0.6152, -4.3011], [-7.6151, 0.5013, -5.2185], [-5.8608, 0.6100, -5.2501], [-6.8491, 3.0243, -0.6735], [-5.4318, 3.1446, 0.2780], [-5.9134, 1.5582, -0.0827], [1.3311, 3.8436, 3.2559], [1.3861, 4.7151, 4.3374], [2.6419, 5.3005, 4.2102], [3.3146, 4.7612, 3.0593], [2.4744, 3.8808, 2.4984], [0.4672, 3.3699, 3.0338], [0.5865, 4.9300, 5.0308], [2.9888, 6.0718, 4.8819], [4.2999, 5.0339, 2.7112], [2.7638, 3.3408, 1.6090], [2.5819, -0.3817, -4.9533], [3.0806, -1.1879, -5.9417], [4.3918, -0.7216, -6.0858], [4.7575, 0.2034, -5.0842], [3.5858, 0.3729, -4.3218], [1.6342, -0.4515, -4.6111], [2.5210, -1.9020, -6.5277], [5.1285, -1.1941, -6.7185], [5.6827, 0.7315, -4.9063], [3.3142, 0.9671, -3.4618]],
  "forces_ev_per_angstrom": [[-0.6, 0.5, 0.3], [0.9, -0.5, -1.3], [1.9, -0.1, -0.3], [-0.4, 0.9, 0.1], [-0.4, -0.3, -0.3], [0.7, -0.4, -1.7], [-2.0, -0.2, 1.4], [-0.3, -0.7, 1.4], [0.3, 1.4, -0.8], [-1.4, -1.7, -1.7], [1.0, -0.1, 1.7], [-0.9, 1.5, -0.6], [1.0, -0.7, 0.4], [-0.7, 0.3, 0.4], [0.1, 0.1, 0.0], [0.0, 0.3, 0.2], [0.0, -0.2, -0.4], [-0.1, 0.0, 0.3], [0.0, -0.2, 0.2], [0.4, 0.4, 0.9], [-0.3, -0.1, 0.0], [-0.4, -0.4, -0.2], [0.4, 0.6, 0.0], [-0.1, -0.3, 0.2], [0.0, 0.2, -0.3], [0.4, 0.0, 0.2], [0.1, 0.0, -0.1], [-0.2, -0.1, -0.3], [5.6, 0.4, -1.7], [7.6, 3.5, 0.8], [-0.2, -0.1, -0.8], [1.1, 0.7, 0.9], [-1.0, 0.8, 2.2], [0.3, -2.4, -1.6], [1.8, -1.6, 1.1], [-0.3, -0.8, -1.0], [-3.7, 0.3, -0.4], [-0.5, 0.9, 2.0], [-2.1, -0.2, 0.5], [-0.8, 0.1, -0.9], [0.8, -1.2, 0.1], [1.0, 0.2, -0.5], [1.1, -2.5, 3.8], [0.3, 1.4, -2.0], [-1.7, 0.7, -1.2], [-0.5, 1.7, -0.9], [-0.9, 0.9, -0.7], [-0.9, -1.4, -1.6], [0.9, -0.8, 1.5], [0.6, -0.6, 1.0], [1.3, -1.6, 0.8], [0.7, 0.7, -0.4], [0.3, 0.3, -0.3], [-3.1, 2.0, -0.8], [1.5, -0.2, -0.5], [-1.4, 0.3, 0.5], [-0.7, 1.1, -1.7], [0.6, 1.0, 1.3], [4.2, -0.5, 2.3], [-2.5, 0.3, -3.0], [-1.8, 0.1, 0.9], [-2.7, -0.4, -0.3], [1.5, 5.2, 1.6], [-0.4, -1.3, 0.4], [-2.3, -2.0, -0.5], [1.2, -1.2, -0.4], [1.6, -2.5, 0.7], [-0.9, 0.3, -0.6], [0.7, 1.2, -0.8], [-4.2, 1.5, 0.6], [0.2, 2.9, -1.0], [-0.9, -4.4, 4.8], [-1.9, -2.1, -3.9], [-0.1, 1.1, 0.2], [0.8, 0.3, 0.1], [-1.1, -1.7, -0.2], [0.2, 0.7, -0.1], [-0.4, -0.8, -0.4], [-0.6, 0.2, 1.0], [1.1, 0.3, -0.6], [-0.4, 0.0, 0.1], [-0.3, 0.3, 0.1], [0.4, -0.2, -0.1], [-0.1, -0.1, -0.9], [0.2, -0.2, 0.0], [0.1, 0.2, 0.8], [-1.1, -0.5, -1.3], [-0.1, 1.1, -0.1], [-0.3, 1.2, -1.4], [-1.1, -1.4, -0.2], [0.1, 0.6, 0.8], [-0.8, -0.1, -1.9], [0.9, -4.9, 2.8], [-1.2, 4.2, -1.7], [0.4, -0.4, 0.1], [0.5, -0.2, 1.0], [0.4, -0.2, 0.5], [-0.2, -0.2, 1.1], [-0.3, -0.6, 0.1], [0.7, 0.5, 0.0], [0.7, -0.4, 0.7], [0.5, -0.1, 0.2], [0.5, 0.2, 0.2], [0.0, 0.0, 0.3], [0.1, -0.3, 0.0], [0.0, -0.5, -0.1], [0.1, 0.3, -0.5], [0.3, 0.1, 0.1], [0.1, 0.0, -0.2], [0.0, 0.0, 0.3], [-0.1, 0.4, 0.3], [0.0, 0.2, 0.1], [0.0, -0.5, -0.1], [0.5, 0.3, -0.3], [-0.5, -0.2, -0.3], [-1.4, -0.3, 0.2], [2.3, 0.2, -1.8], [-0.4, 0.2, 0.6], [0.3, 1.5, 1.7], [-0.2, -0.3, -0.2], [0.6, -0.1, -0.1], [0.0, -0.3, -0.2], [0.2, -0.1, -0.1], [-0.1, -0.1, 0.0], [-0.9, -0.4, 0.1], [0.2, -0.3, 1.4], [1.8, 2.3, 0.2], [0.8, -1.8, -0.5], [-2.3, 0.2, 1.2], [-0.4, -0.7, -1.9], [0.5, 0.0, 0.0], [-0.1, 0.2, 0.2], [-0.1, 0.1, -0.3], [0.0, -0.3, -0.2], [0.2, 0.1, -0.2]],
  "mulliken_charge": [-1.20, 0.25, -0.73, -0.90, 1.22, -0.68, -0.38, 0.79, -0.77, -0.22, 0.03, -0.32, -0.64, -0.92, 0.34, 0.46, 0.39, 0.75, 0.76, 0.45, 0.48, 0.44, 0.43, 0.38, 0.49, 0.42, 0.29, 0.37, 1.25, 1.52, 0.54, -0.17, -0.19, -0.09, 1.28, -0.98, -0.65, 0.45, 0.52, -0.20, -0.20, -0.14, 0.88, -0.65, -0.84, -0.61, -0.08, 0.01, 0.21, -0.07, 0.35, 1.07, 1.57, -0.35, 0.52, -0.17, -0.17, -0.16, 0.55, -1.02, -0.83, -0.29, 0.47, -0.21, -0.16, -0.16, 1.11, -0.67, -0.62, -1.20, -0.30, -0.53, 0.30, -0.28, 0.04, -0.60, 1.20, -0.11, -0.12, -0.09, -0.96, -0.47, -0.09, -0.03, 0.09, 0.42, -0.80, 1.82, -1.34, -0.86, -1.11, 1.27, 0.58, -0.47, -1.58, -1.66, -1.87, 0.28, -0.51, 0.00, 0.42, 0.44, 0.42, 0.36, 0.43, 0.41, 0.45, 0.27, 0.32, 0.33, 0.45, 0.28, 0.39, 0.41, 0.33, 0.57, -0.54, -0.66, -0.69, -0.44, 0.22, 0.48, 0.40, 0.47, 0.40, 0.29, -0.35, -0.72, -0.76, -0.18, 0.54, 0.47, 0.35, 0.42, 0.38],
  "charge": 2,
  "molar_mass_g_mol": 1923.6,
  "s_squared": 2.0080,
  "orbital_gap_ev": [2.76, 2.77],
  "lumo_energy_ev": [-7.68, -7.66],
  "e_homo_ev": [-10.436, -10.436],
  "multiplicity": 3
}